{"formula": "C4H13N2S2", "method": "wB97M-V/def2-TZVPD", "charge": -1, "multiplicity": 1, "homo_energy_ev": -2.847, "lumo_ev": 2.9, "gap_ha": 0.212, "e_above_lowest_ev": 0.0000, "elements": ["C", "C", "S", "N", "H", "H", "H", "H", "H", "H", "C", "C", "S", "N", "H", "H", "H", "H", "H", "H", "H"], "xyz": [[0.842112, -1.577876, 1.878656], [1.920755, -0.581694, 2.301970], [2.118111, 0.789434, 1.119095], [1.179446, -2.312082, 0.641039], [-0.088575, -1.039417, 1.694533], [0.653801, -2.310682, 2.667036], [2.853347, -1.153628, 2.393516], [1.688228, -0.195477, 3.296603], [1.853190, -3.035563, 0.867890], [1.681048, -1.638724, 0.065902], [-1.011045, 0.970567, -0.955509], [-1.815724, 1.621971, -2.079850], [-3.058803, 2.757061, -1.362977], [0.010635, 0.114481, -1.523186], [-0.527284, 1.732220, -0.346484], [-1.700268, 0.434766, -0.293700], [-1.135593, 2.195115, -2.706184], [-2.321854, 0.874129, -2.690053], [-3.680445, 3.059695, -2.503726], [0.841932, 0.141232, -0.914016], [-0.303013, -0.845529, -1.550556]], "forces_ev_per_a": [[0.087, 0.003, -0.306], [-0.055, -0.168, -0.085], [0.118, -0.066, -0.051], [-0.117, 0.004, 0.215], [-0.071, 0.086, 0.065], [-0.029, -0.114, 0.100], [0.080, 0.081, 0.049], [-0.076, 0.041, 0.080], [0.071, 0.038, 0.014], [0.036, 0.051, -0.111], [-0.250, -0.035, -0.114], [0.079, 0.214, 0.096], [0.033, -0.105, 0.119], [0.400, -0.053, -0.028], [0.050, 0.083, 0.034], [-0.052, -0.009, 0.086], [0.004, -0.045, -0.058], [0.031, -0.034, 0.057], [-0.065, 0.044, -0.127], [-0.291, 0.074, -0.080], [0.016, -0.088, 0.045]]}

---

{"formula": "C6H8S", "method": "wB97M-V/def2-TZVPD", "multiplicity": 1, "homo_energy_ev": -8.497, "lumo_ev": 0.2, "gap_ha": 0.320, "e_above_lowest_ev": 3.6489, "elements": ["C", "C", "C", "C", "C", "C", "H", "H", "H", "H", "H", "H", "H", "H", "S"], "xyz": [[1.167441, -0.512128, -0.585080], [-0.188972, -1.051134, -0.046747], [-1.182303, -0.132204, -0.502146], [-0.177319, 1.174754, -0.596561], [0.936167, 0.615351, 0.295125], [0.085670, -0.375092, 1.347308], [-0.541420, -2.101014, -0.238825], [-2.127573, -0.059994, 0.120819], [-1.576543, -0.276202, -1.583757], [0.425571, 1.636716, -1.520441], [-0.622987, 1.715438, 0.207911], [1.688273, 1.401118, 0.764871], [0.679600, -1.044013, 2.066564], [-0.810338, 0.076861, 1.965701], [2.244732, -1.068457, -1.694741]], "forces_ev_per_a": [[0.724, -2.612, -0.418], [-0.034, -3.418, 0.884], [-2.090, 2.868, -5.374], [-0.082, 0.265, 1.307], [1.533, 1.135, 3.492], [1.127, -0.056, 0.365], [0.948, 0.616, 0.744], [1.438, 0.374, -0.497], [0.673, -0.261, 1.633], [-2.576, -0.833, 1.729], [-0.609, 2.464, -0.681], [-1.292, -1.792, -1.487], [-0.385, 1.299, -1.238], [1.662, -0.757, -1.616], [-1.039, 0.708, 1.158]]}

---

{"formula": "C4H12NO2", "method": "wB97M-V/def2-TZVPD", "charge": -1, "multiplicity": 1, "homo_energy_ev": -3.538, "lumo_ev": 3.8, "gap_ha": 0.270, "e_above_lowest_ev": 1.1273, "elements": ["C", "C", "C", "C", "O", "N", "H", "H", "H", "H", "H", "H", "H", "H", "H", "H", "H", "H", "O"], "xyz": [[-0.712417, 1.131229, -2.493878], [-0.188646, 0.328928, -1.293954], [-1.077431, 0.430886, -0.020959], [-1.079708, -0.950344, 0.888970], [-0.397674, -0.950207, 2.104405], [1.288897, 0.496692, -1.155150], [-1.607405, 0.492450, -2.719804], [-0.184525, 1.134737, -3.443989], [-1.193624, 2.066176, -2.298582], [-0.266533, -0.687877, -1.673124], [-2.153853, 0.592506, -0.237006], [-0.570750, 1.248103, 0.527261], [-0.879267, -1.861143, 0.336694], [-2.138684, -1.014213, 1.157207], [1.582188, 0.087006, -0.274710], [1.483040, 1.480016, -1.263997], [2.105094, -1.392760, 1.662110], [0.809200, -0.628840, 2.206186], [1.985812, -0.484205, 1.978344]], "forces_ev_per_a": [[-2.228, -1.787, -0.052], [0.816, -0.635, -1.021], [1.502, -1.361, 0.230], [-0.108, 1.925, 1.405], [-0.344, 0.303, -0.146], [-1.501, -0.130, -0.324], [0.303, 0.631, -0.267], [0.704, 0.082, 0.318], [0.293, 1.046, 0.387], [-0.170, -0.429, 0.229], [0.732, 0.410, -0.156], [-0.899, -0.277, 0.349], [0.412, -0.138, -0.996], [-0.417, -0.213, -0.091], [0.360, 0.530, 0.443], [0.428, 0.120, 0.658], [0.249, 0.298, 0.125], [0.355, 0.025, -1.200], [-0.488, -0.401, 0.110]]}

---

{"formula": "C17H16ClEuF6N4O10PS2", "method": "wB97M-V/def2-TZVPD", "charge": 1, "multiplicity": 7, "homo_energy_ev": [-12.570, -12.544], "lumo_ev": [-4.1, -3.9], "gap_ha": [0.313, 0.316], "s_squared": 12.0090, "e_above_lowest_ev": 0.0000, "elements": ["Eu", "F", "C", "F", "F", "S", "O", "O", "N", "S", "O", "O", "C", "F", "F", "F", "O", "N", "O", "C", "C", "C", "C", "C", "C", "N", "C", "C", "N", "C", "C", "C", "C", "H", "H", "H", "H", "H", "H", "H", "C", "P", "C", "C", "H", "H", "H", "H", "H", "H", "H", "H", "H", "O", "Cl", "O", "O", "O"], "xyz": [[-0.041664, -0.181770, -1.151072], [-0.905645, -4.983619, 0.459003], [-1.744837, -3.974142, 0.562699], [-2.990109, -4.362316, 0.384532], [-1.607298, -3.374171, 1.732813], [-1.324748, -2.727548, -0.720409], [0.111678, -2.366831, -0.533365], [-2.143485, -1.538047, -0.483189], [-1.556340, -3.479952, -2.074465], [-0.947736, -2.658130, -3.311303], [-1.447139, -3.060203, -4.570416], [-0.965480, -1.211103, -2.963397], [0.898090, -3.015724, -3.320726], [1.260393, -3.173987, -4.573089], [1.182377, -4.076666, -2.600469], [1.550123, -1.950699, -2.811561], [3.449327, 0.983244, 6.069164], [3.769242, 0.571715, 4.980968], [4.862767, 0.121031, 4.709532], [2.698294, 0.502817, 3.934422], [1.476544, 0.815452, 4.375034], [0.351769, 0.770957, 3.488136], [-0.941150, 1.112834, 3.919961], [-1.984455, 1.053618, 3.038352], [-1.710098, 0.653053, 1.728178], [-0.503354, 0.335466, 1.297870], [0.534049, 0.386843, 2.167885], [1.862774, 0.026523, 1.703610], [1.975301, -0.380960, 0.415236], [3.161145, -0.694753, -0.054782], [4.326572, -0.592340, 0.699331], [4.233666, -0.198597, 2.002657], [2.966958, 0.102770, 2.561601], [1.342307, 1.099623, 5.409295], [-1.096736, 1.415605, 4.948779], [-2.996490, 1.301697, 3.325698], [-2.514278, 0.572104, 1.007046], [3.210624, -1.030555, -1.084056], [5.281945, -0.827257, 0.252660], [5.118217, -0.121172, 2.606059], [-2.242658, 3.224330, -0.928808], [-2.200525, 1.636759, -1.808550], [-3.923322, 1.070802, -1.750465], [-2.009493, 2.163231, -3.538400], [-2.996614, 3.875492, -1.375010], [-1.270057, 3.711404, -0.989116], [-2.487723, 3.079153, 0.124610], [-4.587795, 1.872127, -2.077489], [-4.208084, 0.762581, -0.743502], [-4.049997, 0.210027, -2.408104], [-2.826600, 2.835057, -3.806228], [-2.029047, 1.294649, -4.196490], [-1.062031, 2.681310, -3.678802], [0.790594, 1.954744, -0.813683], [1.589059, 1.999545, -2.083931], [2.964655, 1.739311, -1.824277], [1.358813, 3.214392, -2.773405], [0.987706, 0.830280, -2.856573]], "forces_ev_per_a": [[-0.373, 0.430, 1.586], [-0.093, -0.028, 0.065], [-0.022, -0.203, -0.135], [0.045, -0.053, 0.065], [0.008, 0.004, 0.065], [0.242, 0.268, -0.189], [-0.867, -1.250, 0.379], [0.177, -0.638, 0.046], [0.107, 0.256, -0.061], [-0.151, 0.548, 0.337], [-0.129, -0.047, 0.285], [-0.233, -1.095, -1.132], [-0.253, 0.012, -0.205], [0.188, -0.063, 0.083], [0.106, -0.132, -0.063], [0.136, -0.048, -0.013], [0.001, 0.290, 0.004], [-0.061, -0.685, -0.008], [-0.006, 0.181, -0.165], [0.651, 0.049, -0.094], [-0.512, 0.053, -0.093], [0.046, 0.134, 0.439], [-0.008, 0.039, 0.175], [-0.009, -0.020, -0.079], [-0.070, -0.039, 0.027], [0.137, -0.028, -0.115], [0.076, -0.109, -0.336], [-0.199, -0.016, -0.177], [-0.198, 0.087, 0.017], [0.074, -0.069, -0.190], [0.030, -0.069, -0.012], [-0.093, 0.082, 0.247], [0.135, 0.067, 0.245], [-0.016, 0.011, -0.029], [0.019, -0.006, -0.025], [0.032, -0.005, 0.015], [-0.001, -0.005, -0.034], [-0.009, 0.021, -0.023], [-0.011, -0.003, 0.017], [0.063, 0.014, 0.094], [-0.107, 0.138, 0.084], [-0.137, 0.128, -0.076], [-0.158, -0.025, -0.018], [-0.094, 0.003, -0.080], [0.015, 0.021, 0.032], [0.008, -0.024, -0.016], [0.012, -0.004, -0.015], [-0.045, -0.042, -0.002], [0.028, 0.024, -0.010], [0.018, 0.013, 0.003], [0.015, 0.008, -0.048], [0.008, -0.006, 0.002], [0.013, 0.001, 0.024], [0.919, 0.677, -0.653], [0.137, 0.342, -0.429], [-0.784, 0.108, -0.092], [-0.009, -0.631, 0.321], [1.200, 1.332, -0.038]]}